The following is a DFT calculation (the ωB97M-V functional and the def2-TZVPD basis) of a single C2H5NOS molecule.

Element x y z (Å)
C1 1.009 0.939 -0.010
C2 0.564 -0.439 0.022
O1 1.392 -1.279 -0.396
N1 -0.623 -0.924 0.352
S1 -2.085 -0.170 -0.348
H1 0.338 1.476 -0.855
H2 2.048 0.974 -0.592
H3 0.703 1.707 0.822
H4 -0.560 -1.999 0.074
H5 -2.787 -0.284 0.931

Forces on atoms 1 to 3 (eV/Å):
C -0.882 4.699 -2.656
C 4.051 -2.052 -1.878
O -0.627 0.731 0.799

The net charge is 0. Its largest force on an atom is 5.47 eV Å⁻¹. The total energy comes out at -607.3267 Eh. The HOMO-LUMO gap is 10.111 eV. For the energy relative to the best compared isomer or geometry (same formula, charge and spin), the calculation gives 210.41 kJ/mol. The highest occupied orbital energy is -9.75 eV. The SMILES is CC(=O)NS.

Mulliken population analysis, charges in e, atoms 1 to 5: number 1, C, carries -0.82; number 2, C, carries 0.54; number 3, O, carries -0.62; number 4, N, carries -0.30; number 5, S, carries -0.14

=====

The following is a DFT calculation (the ωB97M-V functional and the def2-TZVPD basis) of a single C3H2Cl3FS molecule.

Element x y z (Å)
F1 0.743 1.471 -0.346
C1 -0.198 1.119 0.630
Cl1 -1.538 2.187 0.595
Cl2 0.786 1.139 2.144
C2 -0.578 -0.298 0.247
S1 -1.380 -1.407 1.292
C3 0.155 -0.755 -1.017
Cl3 1.624 -1.653 -0.148
H1 -0.399 -1.674 -1.535
H2 0.785 -0.129 -1.863

Forces on atoms 1 to 3 (eV/Å):
F -0.833 1.008 0.782
C 2.177 -0.658 -0.283
Cl -0.289 0.440 0.135

The net charge is 0. Its largest force on an atom is 4.16 eV Å⁻¹. The total energy comes out at -1994.0584 Eh. The HOMO-LUMO gap is 7.833 eV. For the energy relative to the best compared isomer or geometry (same formula, charge and spin), the calculation gives 33.37 kJ/mol. The highest occupied orbital energy is -9.69 eV. The SMILES is FC(Cl)(Cl)C(=S)CCl.

Mulliken population analysis, charges in e, atoms 1 to 5: number 1, F, carries -0.22; number 2, C, carries 0.64; number 3, Cl, carries -0.09; number 4, Cl, carries -0.10; number 5, C, carries -0.35

=====

The following is a DFT calculation (the ωB97M-V functional and the def2-TZVPD basis) of a molecular structure, C12H28AsNO2S4Tm.

Element x y z (Å)
Tm1 0.591 -0.535 -0.817
C1 -2.652 0.602 0.771
C2 -1.730 0.675 1.976
S1 -0.028 1.098 1.497
C3 0.925 0.574 2.946
C4 0.934 -0.923 3.187
S2 1.536 -1.848 1.745
C5 0.609 -3.397 1.954
C6 0.551 -4.191 0.663
S3 -0.213 -3.364 -0.760
C7 -1.997 -3.369 -0.407
C8 -2.523 -2.196 0.406
S4 -2.230 -0.641 -0.484
H1 -2.690 1.547 0.229
H2 -3.669 0.383 1.099
H3 -1.719 -0.263 2.528
H4 -2.082 1.456 2.650
H5 0.530 1.096 3.817
H6 1.931 0.959 2.772
H7 -0.058 -1.298 3.432
H8 1.590 -1.147 4.028
H9 -0.387 -3.153 2.319
H10 1.116 -3.986 2.718
H11 0.004 -5.121 0.819
H12 1.547 -4.467 0.316
H13 -2.218 -4.309 0.100
H14 -2.478 -3.413 -1.384
H15 -2.060 -2.140 1.389
H16 -3.602 -2.292 0.530
N1 0.483 -1.443 -4.364
C9 0.529 -1.196 -3.245
H17 0.440 -1.700 -5.339
O1 2.998 -0.906 -1.170
H18 3.732 -0.273 -1.129
H19 3.401 -1.745 -1.445
C10 -0.977 3.948 -0.935
As1 0.598 3.138 -1.622
C11 2.124 3.701 -0.638
C12 0.785 3.648 -3.441
O2 0.474 1.428 -1.534
H20 -0.864 5.027 -1.049
H21 -1.101 3.707 0.118
H22 -1.830 3.614 -1.523
H23 2.244 4.774 -0.788
H24 3.004 3.188 -1.022
H25 1.981 3.497 0.420
H26 0.832 4.736 -3.483
H27 -0.080 3.296 -3.999
H28 1.699 3.225 -3.852

Forces on atoms 1 to 3 (eV/Å):
Tm 0.242 0.196 0.540
C -0.026 -0.012 0.008
C 0.019 0.021 0.006

The net charge is +3. Its largest force on an atom is 0.62 eV Å⁻¹. The total energy comes out at -5592.1811 Eh. Its spin multiplicity is 3. Its expectation value of S² is 2.0019. The HOMO-LUMO gap (spin up / spin down) is 9.012 / 9.075 eV. The highest occupied orbital energy (spin up / spin down) is -18.04 / -18.05 eV.

Mulliken population analysis, charges in e, atoms 1 to 5: number 1, Tm, carries 0.82; number 2, C, carries -0.73; number 3, C, carries -0.90; number 4, S, carries 0.17; number 5, C, carries -1.10

=====

The following is a DFT calculation (the ωB97M-V functional and the def2-TZVPD basis) of a single C4H8ClF2N molecule.

Element x y z (Å)
C1 -2.748 -0.916 -0.088
N1 -1.365 -0.876 0.256
C2 -0.670 0.175 -0.336
C3 -1.288 1.608 -0.179
C4 0.754 0.280 0.079
F1 1.296 1.330 -0.609
F2 0.887 0.557 1.354
Cl1 1.729 -1.162 -0.245
H1 -2.979 -0.927 -1.165
H2 -3.385 -0.157 0.303
H3 -3.177 -1.875 0.281
H4 -1.324 -0.795 1.256
H5 -0.660 -0.122 -1.399
H6 -0.696 2.286 -0.862
H7 -1.218 2.016 0.823
H8 -2.338 1.595 -0.423

Forces on atoms 1 to 3 (eV/Å):
C -1.538 -2.142 -0.694
N -0.319 -0.988 1.285
C -0.571 1.635 -1.641

The net charge is 0. Its largest force on an atom is 2.73 eV Å⁻¹. The total energy comes out at -871.8789 Eh. The HOMO-LUMO gap is 10.311 eV. For the energy relative to the best compared isomer or geometry (same formula, charge and spin), the calculation gives 41.65 kJ/mol. The highest occupied orbital energy is -9.39 eV. The SMILES is CN[C@@H](C)C(F)(F)Cl.

Mulliken population analysis, charges in e, atoms 1 to 5: number 1, C, carries -1.04; number 2, N, carries -0.31; number 3, C, carries -0.03; number 4, C, carries -1.32; number 5, C, carries 0.59

=====

The following is a DFT calculation (the ωB97M-V functional and the def2-TZVPD basis) of 2 unconnected molecules or ions with the total composition C21H43N2OS.

Element x y z (Å)
C1 -0.100 -2.041 0.741
C2 1.246 -1.840 1.436
C3 1.598 -3.138 2.156
C4 2.907 -3.099 2.953
C5 3.152 -1.809 3.723
C6 4.362 -1.941 4.649
C7 5.699 -1.532 4.008
C8 5.654 -0.641 2.763
O1 5.595 -0.964 1.665
N1 5.714 0.678 3.227
C9 6.508 0.742 4.475
C10 6.693 -0.748 4.849
S1 6.887 -1.215 6.589
H1 -0.887 -2.250 1.462
H2 -0.089 -2.885 0.055
H3 -0.417 -1.164 0.168
H4 1.967 -1.634 0.652
H5 1.143 -1.024 2.143
H6 1.722 -3.893 1.381
H7 0.755 -3.481 2.748
H8 3.736 -3.345 2.295
H9 2.860 -3.908 3.677
H10 2.283 -1.670 4.368
H11 3.196 -0.928 3.090
H12 4.466 -2.949 5.026
H13 4.187 -1.329 5.531
H14 6.184 -2.465 3.731
H15 6.266 1.209 2.556
H16 6.077 1.368 5.246
H17 7.493 1.155 4.290
H18 7.656 -0.962 4.395
H19 7.252 -0.052 7.157
C11 -3.760 4.195 -4.527
C12 -3.915 2.688 -4.722
C13 -4.873 2.045 -3.719
C14 -4.415 1.853 -2.282
N2 -3.318 0.850 -1.997
C15 -1.933 1.451 -2.106
C16 -1.768 2.326 -0.871
C17 -2.653 1.681 0.204
C18 -3.378 0.540 -0.495
C19 -3.480 -0.471 -2.725
C20 -2.858 -0.583 -4.126
C21 -3.842 -1.047 -5.202
H20 -3.416 4.439 -3.519
H21 -3.034 4.596 -5.233
H22 -4.708 4.707 -4.701
H23 -2.928 2.229 -4.704
H24 -4.304 2.507 -5.726
H25 -5.248 1.096 -4.103
H26 -5.762 2.681 -3.666
H27 -5.276 1.495 -1.718
H28 -4.113 2.803 -1.842
H29 -1.227 0.620 -2.103
H30 -1.836 2.018 -3.025
H31 -2.104 3.344 -1.068
H32 -0.726 2.396 -0.567
H33 -3.359 2.403 0.614
H34 -2.065 1.303 1.038
H35 -4.413 0.410 -0.191
H36 -2.838 -0.390 -0.330
H37 -4.545 -0.703 -2.714
H38 -2.985 -1.211 -2.100
H39 -2.072 -1.339 -4.072
H40 -2.356 0.326 -4.445
H41 -4.434 -1.895 -4.857
H42 -3.301 -1.354 -6.096
H43 -4.525 -0.253 -5.504

Forces on atoms 1 to 3 (eV/Å):
C -0.352 0.243 -0.104
C -0.958 -0.792 -0.266
C 0.679 0.130 -0.546

The net charge is +1. Its largest force on an atom is 5.95 eV Å⁻¹. The total energy comes out at -1408.6519 Eh. The HOMO-LUMO gap is 8.300 eV. For the energy relative to the best compared isomer or geometry (same formula, charge and spin), the calculation gives 50.23 kJ/mol. The highest occupied orbital energy is -10.49 eV.

Mulliken population analysis, charges in e, atoms 1 to 5: number 1, C, carries -1.25; number 2, C, carries 0.04; number 3, C, carries -1.00; number 4, C, carries -0.74; number 5, C, carries -0.67